ORCA calculation (the ωB97M-V functional and the def2-TZVPD basis) on C4H12N2S as an isolated structure in a non-equilibrium geometry.

The geometry in XYZ format:
```
19
Properties=species:S:1:pos:R:3:forces:R:3
C 0.366 1.741 -0.490 0.35 -0.07 -0.05
H 1.188 2.976 1.042 0.05 0.09 0.11
H -0.007 -2.234 -2.526 0.02 0.04 0.06
H 1.357 1.677 -0.978 -0.06 -0.02 0.00
H -0.164 2.558 -0.994 -0.11 -0.03 0.13
C 0.604 2.059 0.988 -0.28 -0.17 -0.23
H 1.211 1.254 1.418 0.09 0.12 -0.09
H -1.597 -1.940 -1.774 0.06 -0.03 0.06
C -0.364 -0.143 -1.928 0.42 0.67 0.71
H -1.247 2.857 1.538 -0.15 -0.05 -0.23
H 0.573 0.083 -2.443 0.17 -0.10 -0.14
N -0.574 2.166 1.818 0.45 0.24 0.58
S 0.405 -2.553 0.840 -0.25 0.28 -0.81
H -0.180 -1.992 -0.797 0.55 -0.34 1.00
H -0.996 1.280 2.031 -0.24 -0.04 -0.21
N -0.378 0.510 -0.613 -0.40 -0.72 -0.33
C -0.550 -1.641 -1.793 -0.76 0.08 -0.63
H -1.170 0.293 -2.520 -0.09 -0.22 -0.24
H -0.055 -0.185 0.050 0.18 0.29 0.32
```
Forces are in eV/Å.

Output
Relative energy (zero: lowest compared OMol25 entry of this formula, charge and spin), kJ/mol: 371.1
LUMO energy, eV: -3.0
Multiplicity: 1
Kohn-Sham gap, eV: 5.78
DFT total energy, Eh: -667.15353



ORCA calculation (the ωB97M-V functional and the def2-TZVPD basis) on a 2-piece molecular cluster, C10H15NS overall in a non-equilibrium geometry.

The geometry in XYZ format:
```
27
Properties=species:S:1:pos:R:3:forces:R:3
H -3.490 3.086 0.807 1.30 -0.17 0.32
C -2.359 3.100 0.675 -0.99 -2.38 1.19
H 3.964 -0.850 0.589 2.42 -0.55 -0.05
H -1.418 1.559 1.979 0.49 0.23 0.74
H 4.374 0.876 -1.445 -0.33 0.72 0.15
S -1.465 0.354 0.035 0.54 -0.09 -1.06
H 0.867 1.545 -1.173 0.00 0.62 -0.35
C 3.003 -0.600 0.344 -5.29 0.97 -0.34
H -0.856 -2.758 -0.501 -1.62 2.17 3.56
C 2.535 0.467 -0.457 3.40 0.11 0.09
C 1.249 0.808 -0.506 -3.25 -0.74 0.28
H -1.725 -2.978 1.303 -0.08 1.35 -1.08
H -1.918 3.880 1.271 0.04 0.18 0.53
C -2.857 -2.954 -0.588 -1.17 0.03 -0.30
C 1.937 -1.273 1.018 1.82 2.19 -0.63
H 3.477 2.406 -0.927 -0.02 -1.00 -0.26
C 3.381 1.360 -1.317 1.62 -0.31 -0.31
N 0.670 -0.899 1.057 -0.08 -0.27 -0.91
C -1.620 1.750 0.950 -1.18 1.99 0.56
C 0.332 0.074 0.216 -1.04 -0.56 0.99
H -3.564 -3.646 -0.178 -0.43 -0.44 0.34
H -3.399 -2.257 -1.177 -0.76 1.13 -0.31
H 2.242 -2.032 1.651 0.18 -1.68 1.31
H -2.246 3.382 -0.310 0.44 0.53 -2.36
H -2.220 -3.380 -1.310 -0.34 -1.44 -1.23
C -1.849 -2.413 0.321 4.32 -2.78 -1.13
H 2.955 1.394 -2.328 0.00 0.18 0.26
```
Forces are in eV/Å.

Output
Relative energy (zero: lowest compared OMol25 entry of this formula, charge and spin), kJ/mol: 596.5
LUMO energy (spin up / spin down), eV: 0.6 / 0.2
Multiplicity: 1
Kohn-Sham gap (spin up / spin down), eV: 7.93 / 7.87
DFT total energy, Eh: -842.74219



ORCA calculation (the ωB97M-V functional and the def2-TZVPD basis) on a 11-piece molecular cluster, C44H83BN13O5P2 overall in a non-equilibrium geometry.

The geometry in XYZ format:
```
148
Properties=species:S:1:pos:R:3:forces:R:3
H -1.139 1.497 1.447 0.50 0.00 -0.20
H 9.116 1.227 4.857 0.39 -0.50 0.20
H 7.116 -3.345 4.750 -0.22 -0.53 -0.04
H 0.628 -3.829 4.906 0.01 -0.04 -0.01
C -9.094 -6.452 -0.587 0.05 0.05 0.02
C -3.015 2.351 2.011 0.29 0.25 -0.51
N 4.507 2.663 2.428 0.18 0.91 0.84
N -7.410 -3.701 -1.922 0.39 -0.43 0.28
C 5.015 2.170 3.773 -0.96 -0.33 1.41
H 4.101 3.583 2.502 -0.40 0.08 0.20
H 3.969 -1.774 -0.800 0.01 -0.06 0.09
C -10.078 -7.286 -1.256 0.33 0.27 0.23
H 6.728 5.612 5.867 0.15 -0.15 0.53
N -2.882 3.411 -10.027 -0.65 0.28 0.07
N 3.542 -0.688 -3.686 -0.06 0.74 -0.77
H -6.456 0.440 -2.464 -0.52 0.07 0.08
H -5.042 2.219 -2.612 -0.07 0.53 -0.30
C -2.799 -0.041 -11.775 -0.45 -0.11 0.02
P 7.122 -1.309 5.061 -0.13 -0.15 1.17
H 1.949 0.478 5.816 -0.20 -0.31 0.41
C 3.653 -1.419 -2.819 -0.03 -0.44 0.44
H 7.208 4.481 3.603 0.20 -0.24 -0.31
C -3.394 1.402 -1.520 -0.85 0.49 -0.04
H 4.511 -1.765 1.625 -0.39 -0.30 -0.16
C 2.719 0.860 3.895 -0.40 0.30 0.58
N 1.377 4.265 -8.852 -0.17 0.57 -0.14
H -9.587 -5.805 0.134 0.00 0.03 0.03
C -10.820 -11.376 -3.292 -0.07 0.10 0.06
H 3.975 1.493 5.565 0.15 -0.27 0.33
C 6.055 1.035 3.617 0.01 0.39 -1.17
H 0.009 1.834 5.791 -0.24 0.03 0.48
H 3.092 -0.114 3.606 0.23 -0.38 0.15
H 0.433 2.489 2.873 0.28 0.01 -0.43
H -2.277 0.325 2.036 -0.08 -0.42 -0.06
C 3.785 -2.338 -1.710 0.08 -0.19 0.20
C 7.366 -0.974 0.139 -0.96 0.49 0.45
H 0.179 3.611 -10.755 0.01 0.09 0.09
O 7.432 -1.270 6.478 0.35 0.42 1.49
H -3.541 1.692 -8.544 0.01 0.08 -0.04
N -8.916 -11.886 -4.981 0.49 -0.13 -0.43
H 5.423 6.438 5.022 -0.40 0.31 0.23
C -3.173 2.953 0.608 -0.32 -1.10 0.63
H 4.624 -3.009 -1.882 0.02 -0.05 0.03
H -2.188 3.125 0.196 0.30 0.20 -0.35
H -2.416 0.732 -7.570 0.15 -0.16 -0.03
H 7.494 2.510 2.944 -0.18 0.49 -0.16
H -4.795 -3.656 5.259 0.01 -0.03 -0.02
H -4.047 1.093 -3.542 0.12 0.24 -0.63
H 5.008 4.096 6.333 0.58 0.30 0.40
H -4.067 -1.229 -3.221 0.35 -0.14 -0.27
H 6.651 -0.806 -0.653 -0.05 0.11 -0.44
H -8.573 -5.837 -1.318 0.06 0.04 0.03
H -10.833 -10.312 -3.057 -0.03 0.02 0.04
H -4.446 1.248 0.326 -0.47 -0.16 0.25
H 0.911 -0.085 4.503 -0.42 -0.32 0.06
N -1.707 0.278 -11.885 0.53 -0.04 -0.09
H 1.914 1.920 -6.842 0.06 -0.02 0.02
C -1.807 3.145 -10.309 0.44 -0.22 -0.17
C -4.490 1.297 -2.587 0.43 -0.98 0.50
O 5.356 -2.215 1.539 -0.06 0.91 -0.14
C -0.147 2.415 3.782 -0.13 -0.77 0.57
H -3.002 0.416 -1.296 0.26 -0.27 0.03
H 6.894 1.605 0.907 -0.08 -0.29 -0.82
H -11.780 -11.657 -3.719 -0.03 -0.01 0.00
H 1.523 -2.617 5.844 0.04 0.00 0.02
H -3.964 1.904 2.261 -0.37 -0.15 0.39
H 4.763 4.013 0.010 -0.14 0.22 -0.10
C 6.363 5.927 4.908 0.09 -0.26 -0.58
C -1.893 1.320 2.201 -0.49 0.64 0.32
C 0.574 -3.140 5.746 0.06 -0.05 -0.01
N -4.974 1.190 -5.828 -0.60 -0.13 0.49
H 5.652 5.099 3.076 0.07 0.05 -0.48
O 5.498 3.371 5.932 -0.80 -0.52 0.17
C -5.439 0.132 -2.286 0.38 0.16 -0.33
C -0.495 -2.180 5.527 0.31 -0.36 0.12
O 8.484 -1.247 4.248 0.18 0.07 -1.05
C 2.611 2.413 -7.518 0.03 -0.08 0.09
C -4.126 1.366 -6.572 0.28 0.07 -0.43
C -1.336 1.456 3.626 0.14 0.02 -0.71
C -4.039 2.040 -0.282 1.06 0.34 -0.32
H 4.657 0.243 2.161 -0.54 0.01 0.21
C 6.212 4.753 3.938 -0.67 0.07 0.45
N -6.958 -1.569 6.152 -0.57 0.35 0.02
H -3.911 -2.223 5.816 0.04 0.00 -0.01
H 3.216 2.722 4.654 -0.29 0.36 0.29
C -5.980 -2.156 6.103 0.40 -0.25 -0.02
C -9.755 -11.661 -4.239 -0.36 0.09 0.32
H -5.622 -1.024 -4.092 0.19 0.12 -0.62
H -10.659 -11.940 -2.376 -0.01 -0.01 0.03
H 8.076 0.911 2.934 0.16 -0.45 -0.21
O 6.411 -2.686 4.710 -0.06 0.20 -0.94
H -3.685 3.896 0.721 -0.01 0.47 -0.08
C 5.709 0.476 2.225 0.30 -0.87 -1.71
C -3.090 1.581 -7.564 0.05 -0.06 0.09
H 5.779 0.486 5.642 0.00 0.00 0.67
C -5.134 -1.092 -3.136 -0.49 0.05 0.75
C 7.478 1.599 3.517 0.43 -0.50 0.48
N -10.848 -7.939 -1.790 -0.45 -0.44 -0.33
C 1.920 3.454 -8.259 0.29 -0.29 0.25
C -4.188 -0.441 -11.643 -0.11 0.00 0.02
C -4.733 -2.900 6.039 0.13 -0.02 -0.02
H -5.341 -0.144 -1.244 -0.18 -0.01 0.41
C 1.523 0.728 4.851 0.79 0.09 -0.51
P 6.584 -1.120 1.786 1.22 -1.28 1.12
H 1.326 2.833 5.291 0.28 0.24 0.20
H -4.833 2.653 -0.676 -0.59 0.09 0.14
H -2.530 2.481 -7.333 0.00 0.09 -0.06
C 3.737 1.777 4.558 0.08 0.36 -1.32
H 2.332 1.310 2.995 0.07 0.26 -0.62
H -4.343 -0.922 -10.679 -0.03 -0.02 0.02
B 5.568 3.462 4.581 0.72 0.15 -0.24
H 7.902 -1.893 -0.005 0.11 -0.50 -0.11
H -1.121 0.481 4.031 0.20 -0.20 0.16
H -4.545 -3.387 6.993 0.01 -0.02 0.02
H 7.078 6.622 4.504 0.19 0.46 -0.06
H 6.395 4.196 0.501 0.29 -0.20 -0.09
H -9.465 -1.356 -2.234 -0.02 0.03 0.01
H 4.973 -0.553 4.486 -0.48 -0.35 0.20
H -8.372 -7.078 -0.069 0.03 -0.01 0.02
H -0.063 2.099 -9.872 0.03 -0.04 0.00
N 5.924 1.486 1.176 1.05 -0.29 1.24
H -4.829 0.435 -11.712 -0.02 0.02 0.01
H 2.879 -2.928 -1.592 -0.02 0.00 -0.01
H -8.860 -1.715 -3.861 0.00 0.02 -0.03
C 8.219 1.808 4.843 -0.14 0.73 -0.39
N -1.338 -1.426 5.360 -0.49 0.28 -0.03
H -10.130 -2.725 -3.144 -0.03 0.00 -0.02
H 8.549 2.832 4.925 0.06 0.49 0.10
H 7.633 1.610 5.724 -0.17 -0.25 0.32
C -9.229 -2.152 -2.936 -0.06 0.07 -0.05
H 8.115 -0.198 0.178 0.28 0.41 -0.09
C -0.459 2.741 -10.653 0.18 0.13 -0.32
H -2.846 3.141 2.730 0.05 0.41 0.18
H -5.554 -1.948 -2.634 0.00 -0.57 0.06
C 0.709 1.999 4.986 -0.51 0.11 -0.24
H -0.549 3.391 4.005 0.04 0.54 -0.14
C -8.214 -3.022 -2.367 -0.32 0.30 -0.19
H 3.426 2.851 -6.943 -0.02 -0.06 0.01
H -2.132 1.887 4.218 -0.30 -0.24 0.46
C 5.327 2.637 1.420 0.24 0.35 -1.17
H 3.017 1.678 -8.210 0.02 -0.02 0.01
H -0.474 2.192 -11.587 -0.05 -0.09 -0.02
C 5.885 -0.025 4.707 0.48 0.03 -1.30
H 9.221 -1.406 4.850 0.00 0.13 0.28
N 5.519 3.723 0.600 -0.47 0.07 -0.09
H -4.447 -1.138 -12.436 -0.02 -0.02 -0.01
H -2.589 2.017 -1.896 0.39 0.25 -0.05
H 0.382 -3.702 6.657 0.02 -0.03 0.03
```
Forces are in eV/Å.

Output
Total charge: +1
Relative energy (zero: lowest compared OMol25 entry of this formula, charge and spin), kJ/mol: 159.9
LUMO energy, eV: -3.4
Multiplicity: 1
Kohn-Sham gap, eV: 8.13
DFT total energy, Eh: -3521.72836



ORCA calculation (the ωB97M-V functional and the def2-TZVPD basis) on one molecule with the formula C5H7NO in a non-equilibrium geometry.

The geometry in XYZ format:
```
14
Properties=species:S:1:pos:R:3:forces:R:3
H -0.517 -1.996 0.701 -0.39 1.30 -0.90
N 1.605 1.154 0.314 -1.14 1.28 1.59
H -2.199 1.609 -0.098 0.64 -1.50 0.70
H 2.325 1.868 0.378 0.14 -0.68 -0.67
C -1.294 -0.405 -0.892 0.65 -2.04 -0.52
C -0.332 -0.981 0.214 -0.08 -0.91 0.86
C -1.615 0.651 0.086 -0.38 2.08 0.47
H 2.774 -0.243 -0.608 0.06 -0.39 0.67
H -0.193 0.442 1.883 -0.57 0.90 0.72
H -0.713 -0.071 -1.751 -0.19 -0.08 -0.24
H -2.050 -1.157 -1.144 -0.13 0.43 -0.42
C 1.860 -0.005 -0.035 1.81 -0.31 -2.08
C -0.726 0.218 0.988 -0.40 -0.14 0.33
O 1.074 -1.084 -0.037 -0.02 0.05 -0.50
```
Forces are in eV/Å.

Output
Relative energy (zero: lowest compared OMol25 entry of this formula, charge and spin), kJ/mol: 308.9
LUMO energy, eV: 1.0
Multiplicity: 1
Kohn-Sham gap, eV: 9.83
DFT total energy, Eh: -324.60681
SMILES: [H]/N=C/O[C@H]1C=CC1